1.
Molecular formula: C19H50ClN6O4P2
Method: DFT, ωB97M-V with the def2-TZVPD basis set

Geometry as XYZ:
```
82
Properties=species:S:1:pos:R:3:mulliken_charge:R:1
N 3.72 0.38 1.72 -0.684
P 2.92 1.75 1.67 0.755
O 4.00 2.89 1.17 -0.463
O 2.33 2.00 3.21 -0.426
N 1.51 1.53 0.56 0.124
N 1.91 1.06 -0.75 -0.475
C 1.34 -0.09 -0.92 0.626
O 1.18 -1.24 -0.88 -0.238
P 0.37 2.96 0.40 0.553
O -0.87 2.73 1.56 -0.479
Cl 1.27 4.75 0.97 -0.132
H 3.31 -0.32 1.08 0.216
H 4.76 2.49 0.71 0.397
H 1.83 1.17 3.40 0.383
H 0.94 0.75 0.97 0.467
H -1.27 1.87 1.27 0.362
C -3.49 -4.21 -5.10 -1.426
C -2.47 -3.96 -4.00 -0.301
N -2.79 -2.84 -3.13 0.159
C -1.70 -2.49 -2.23 -0.560
C -1.29 -3.52 -1.17 -1.022
C -4.11 -2.85 -2.51 -0.688
C -4.46 -4.05 -1.61 -0.960
H -3.60 -3.33 -5.74 0.329
H -3.16 -5.04 -5.73 0.426
H -4.47 -4.47 -4.70 0.307
H -1.51 -3.77 -4.49 0.411
H -2.34 -4.89 -3.43 0.251
H -1.93 -1.54 -1.72 0.226
H -0.81 -2.27 -2.84 0.347
H -1.99 -3.54 -0.34 0.242
H -0.31 -3.25 -0.75 0.384
H -1.19 -4.52 -1.58 0.280
H -4.86 -2.80 -3.30 0.387
H -4.26 -1.93 -1.94 0.316
H -4.12 -5.00 -2.03 0.245
H -5.54 -4.12 -1.49 0.370
H -4.04 -3.93 -0.61 0.284
C 0.49 6.04 -6.53 -1.418
C 0.49 4.75 -5.72 -0.292
N 0.15 4.92 -4.32 0.145
C 0.38 3.72 -3.52 -0.472
C -0.48 2.49 -3.84 -0.787
C -1.10 5.62 -4.04 -0.622
C -2.39 5.00 -4.59 -0.966
H 1.19 6.77 -6.12 0.329
H 0.78 5.83 -7.56 0.429
H -0.50 6.50 -6.57 0.305
H 1.50 4.33 -5.79 0.404
H -0.18 4.03 -6.22 0.251
H 0.27 3.96 -2.46 0.062
H 1.43 3.44 -3.64 0.381
H -1.49 2.59 -3.43 0.227
H -0.03 1.61 -3.36 0.151
H -0.54 2.29 -4.91 0.315
H -1.02 6.64 -4.42 0.377
H -1.21 5.75 -2.96 0.278
H -2.27 4.63 -5.61 0.247
H -3.18 5.76 -4.61 0.370
H -2.75 4.19 -3.96 0.281
C 0.10 -3.24 5.65 -1.392
C 1.58 -2.85 5.65 -0.345
N 1.85 -1.54 6.24 0.193
C 3.22 -1.10 6.03 -0.550
C 4.34 -1.90 6.69 -1.132
C 1.32 -1.31 7.58 -0.715
C 1.80 -2.25 8.69 -0.973
H -0.50 -2.51 5.09 0.312
H -0.02 -4.21 5.16 0.426
H -0.30 -3.33 6.66 0.299
H 1.91 -2.84 4.61 0.425
H 2.14 -3.64 6.16 0.228
H 3.32 -0.05 6.34 0.368
H 3.41 -1.08 4.95 0.285
H 4.42 -1.69 7.76 0.247
H 5.30 -1.63 6.25 0.415
H 4.22 -2.98 6.56 0.279
H 0.23 -1.36 7.54 0.396
H 1.53 -0.28 7.88 0.341
H 1.85 -3.30 8.37 0.249
H 1.11 -2.21 9.54 0.371
H 2.78 -1.97 9.07 0.284
```

Output
* lowest unoccupied orbital energy: -5.099 eV
* net charge: +1


2.
Molecular formula: C5H10O2
Method: DFT, ωB97M-V with the def2-TZVPD basis set

Geometry as XYZ:
```
17
Properties=species:S:1:pos:R:3:mulliken_charge:R:1
C 1.77 1.16 1.24 -1.047
C 1.66 0.14 0.07 -0.530
C 0.18 -0.49 0.06 0.086
O -0.62 0.67 0.27 -0.517
C -0.97 -0.94 -1.08 -0.760
C -2.53 -0.59 -1.01 0.150
O -3.18 0.01 -0.18 -0.482
H 2.71 1.73 1.21 0.362
H 0.95 1.88 1.19 0.285
H 1.72 0.68 2.23 0.277
H 1.87 0.67 -0.86 0.302
H 2.48 -0.59 0.21 0.319
H 0.21 -1.15 0.97 0.209
H -1.41 0.41 0.74 0.274
H -1.04 -2.02 -1.13 0.424
H -0.69 -0.53 -2.06 0.308
H -3.10 -1.04 -1.88 0.340
```

Output
* relative energy (zero: lowest compared OMol25 entry of this formula, charge and spin): 346.19 kJ/mol
* SMILES: CC[C@@H](O)CC=O
* lowest unoccupied orbital energy: 0.968 eV
* net charge: 0


3.
Molecular formula: C13H24AgCl3N3NbO3
Method: DFT, ωB97M-V with the def2-TZVPD basis set

Geometry as XYZ:
```
48
Properties=species:S:1:pos:R:3:mulliken_charge:R:1
N -1.59 -0.48 0.95 -0.529
C -3.77 -2.90 1.47 0.163
O -4.76 -2.58 1.92 -0.165
Ag -2.47 1.62 1.22 0.658
Nb 0.04 0.11 0.92 1.745
N -0.28 2.13 0.21 -0.049
N 1.14 -1.08 -0.33 0.540
C -0.64 2.45 -1.21 1.838
C 0.78 -2.25 -1.18 0.844
C -0.89 3.96 -1.41 -1.886
C 0.49 1.98 -2.17 -1.422
C -1.93 1.70 -1.59 -1.945
C 0.36 -3.41 -0.25 -1.408
C 1.97 -2.69 -2.07 -1.618
C -0.39 -1.87 -2.10 -1.286
H -1.37 4.40 -0.51 0.433
H -1.56 4.13 -2.27 0.421
H 0.05 4.52 -1.60 0.424
H 1.45 2.47 -1.92 0.375
H 0.25 2.24 -3.22 0.453
H 0.62 0.89 -2.08 0.239
H -1.84 0.61 -1.40 0.523
H -2.17 1.85 -2.66 0.528
H -2.80 2.09 -1.02 0.482
H 1.15 -3.63 0.49 0.345
H 0.18 -4.34 -0.83 0.434
H -0.56 -3.14 0.28 0.293
H 2.79 -3.14 -1.48 0.413
H 2.37 -1.84 -2.64 0.412
H 1.63 -3.46 -2.78 0.417
H -0.69 -2.75 -2.71 0.529
H -0.08 -1.06 -2.79 0.321
H -1.25 -1.51 -1.52 0.200
C 0.76 3.01 0.75 -1.223
H 0.70 3.00 1.86 0.431
H 1.80 2.72 0.47 0.378
H 0.63 4.07 0.45 0.367
C 2.57 -0.86 -0.14 -1.068
H 2.74 -0.06 0.61 0.312
H 3.11 -1.76 0.23 0.394
H 3.08 -0.52 -1.06 0.372
Cl -1.35 -1.45 6.29 -0.054
C -0.10 -0.68 5.28 0.630
Cl 0.15 0.98 5.87 -0.099
Cl 1.42 -1.59 5.46 -0.089
C -0.49 -0.64 3.83 0.103
O -1.64 -1.15 3.44 -0.431
O 0.34 -0.09 2.96 -0.744
```

Output
* relative energy (zero: lowest compared OMol25 entry of this formula, charge and spin): 583.62 kJ/mol
* lowest unoccupied orbital energy (spin up / spin down): -11.980 / -12.012 eV
* net charge: +2


4.
Molecular formula: C19H57O25P6Pb
Method: DFT, ωB97M-V with the def2-TZVPD basis set

Geometry as XYZ:
```
108
Properties=species:S:1:pos:R:3:mulliken_charge:R:1
Pb 3.12 2.30 1.71 1.493
C 0.52 0.33 0.35 0.427
O 1.79 0.95 0.32 -0.856
H -0.17 1.07 0.78 0.009
H 0.19 0.31 -0.69 -0.100
H 0.52 -0.62 0.89 0.062
C 0.94 -3.92 -4.50 -0.654
O 2.06 -3.98 -3.60 -0.401
P 1.75 -4.07 -2.05 0.748
O 0.59 -3.32 -1.57 -0.425
O 1.71 -5.63 -1.75 -0.252
C 2.94 -6.32 -1.97 -0.717
O 3.12 -3.51 -1.47 -0.297
C 3.18 -2.64 -0.36 -0.416
H 1.05 -4.71 -5.24 0.368
H 0.89 -2.94 -4.98 0.098
H -0.02 -4.03 -4.00 0.373
H 2.83 -7.39 -2.12 0.286
H 3.60 -6.14 -1.12 0.259
H 3.49 -6.00 -2.86 0.328
H 2.28 -2.03 -0.23 0.152
H 4.04 -1.96 -0.36 0.253
H 3.25 -3.28 0.52 0.331
C -1.69 -2.09 2.42 -0.382
O -2.39 -3.28 2.05 -0.277
P -2.27 -4.59 2.92 0.896
O -1.47 -4.52 4.14 -0.701
O -3.79 -5.00 3.24 -0.357
C -4.45 -4.38 4.35 -0.710
O -1.83 -5.66 1.83 -0.119
C -2.13 -7.02 2.04 -0.761
H -1.44 -1.61 1.47 0.128
H -0.82 -2.32 3.03 0.178
H -2.31 -1.38 2.97 0.327
H -3.97 -3.50 4.78 0.298
H -4.81 -5.15 5.02 0.290
H -5.36 -3.94 3.93 0.274
H -2.34 -7.52 1.09 0.266
H -3.03 -7.30 2.60 0.300
H -1.34 -7.54 2.58 0.304
C -4.10 0.82 -6.17 -0.599
O -3.53 -0.46 -6.02 -0.347
P -2.00 -0.70 -5.76 0.645
O -1.61 -2.11 -5.83 -0.683
O -1.19 0.27 -6.74 -0.278
C 0.21 0.40 -6.67 -0.551
O -1.67 -0.01 -4.36 0.046
C -1.23 -0.84 -3.28 -0.127
H -4.96 1.01 -5.52 0.286
H -4.53 0.94 -7.16 0.310
H -3.47 1.70 -6.03 0.201
H 0.76 -0.33 -7.28 0.288
H 0.62 0.15 -5.69 0.184
H 0.48 1.41 -6.96 0.257
H -1.99 -1.61 -3.12 0.401
H -1.05 -0.32 -2.34 -0.313
H -0.34 -1.38 -3.59 0.101
C 0.86 6.17 4.26 -0.826
O 0.41 4.92 4.79 -0.331
P 0.32 3.72 3.77 0.555
O 1.38 3.57 2.76 -0.329
O -1.18 3.89 3.28 -0.395
C -1.75 2.86 2.43 -0.484
O 0.19 2.46 4.72 0.229
C -0.76 2.35 5.79 -0.730
H 1.57 6.68 4.91 0.261
H -0.03 6.80 4.26 0.302
H 1.24 6.19 3.24 0.329
H -2.79 2.91 2.73 0.319
H -1.27 1.90 2.65 0.164
H -1.74 3.03 1.36 0.197
H -0.94 3.30 6.28 0.310
H -0.41 1.63 6.52 0.236
H -1.72 2.11 5.32 0.271
C -0.86 3.18 -2.12 -0.362
O -0.51 3.54 -3.44 -0.254
P -1.27 4.61 -4.29 0.999
O -2.49 4.17 -4.96 -0.654
O -0.11 5.17 -5.22 -0.285
C -0.32 6.01 -6.33 -0.748
O -1.51 5.74 -3.19 -0.363
C -2.30 6.88 -3.49 -0.728
H 0.01 3.31 -1.48 0.248
H -1.02 2.10 -2.04 -0.022
H -1.80 3.64 -1.82 0.432
H 0.28 5.65 -7.18 0.288
H 0.04 7.00 -6.08 0.286
H -1.33 6.06 -6.75 0.342
H -1.68 7.78 -3.53 0.251
H -2.93 7.08 -2.62 0.277
H -2.96 6.74 -4.35 0.332
C 5.21 -1.14 2.72 -0.497
O 5.15 -0.51 4.00 -0.407
P 3.83 0.07 4.61 0.518
O 3.24 1.24 3.89 -0.244
O 2.82 -1.14 4.74 -0.262
C 1.82 -1.35 3.71 -0.312
O 4.22 0.40 6.08 -0.396
C 3.19 0.65 7.06 -0.604
H 5.11 -0.43 1.89 0.176
H 4.37 -1.82 2.64 0.245
H 6.21 -1.55 2.66 0.343
H 0.85 -0.97 4.00 0.227
H 1.81 -2.42 3.50 0.355
H 2.14 -0.87 2.78 0.062
H 2.23 0.23 6.76 0.259
H 3.02 1.71 7.20 0.291
H 3.51 0.17 7.98 0.288
```

Output
* relative energy (zero: lowest compared OMol25 entry of this formula, charge and spin): 8.92 kJ/mol
* lowest unoccupied orbital energy: -3.219 eV
* net charge: +1


net charge of number 2 (C5H10O2)? 0


Which of these has the lowest net charge? C5H10O2


Please write out number 2 again, unchanged.
Molecular formula: C5H10O2
Method: DFT, ωB97M-V with the def2-TZVPD basis set

Geometry as XYZ:
```
17
Properties=species:S:1:pos:R:3:mulliken_charge:R:1
C 1.77 1.16 1.24 -1.047
C 1.66 0.14 0.07 -0.530
C 0.18 -0.49 0.06 0.086
O -0.62 0.67 0.27 -0.517
C -0.97 -0.94 -1.08 -0.760
C -2.53 -0.59 -1.01 0.150
O -3.18 0.01 -0.18 -0.482
H 2.71 1.73 1.21 0.362
H 0.95 1.88 1.19 0.285
H 1.72 0.68 2.23 0.277
H 1.87 0.67 -0.86 0.302
H 2.48 -0.59 0.21 0.319
H 0.21 -1.15 0.97 0.209
H -1.41 0.41 0.74 0.274
H -1.04 -2.02 -1.13 0.424
H -0.69 -0.53 -2.06 0.308
H -3.10 -1.04 -1.88 0.340
```

Output
* relative energy (zero: lowest compared OMol25 entry of this formula, charge and spin): 346.19 kJ/mol
* SMILES: CC[C@@H](O)CC=O
* lowest unoccupied orbital energy: 0.968 eV
* net charge: 0